Record 1
81
Properties=species:S:1:pos:R:3:lowdin_charge:R:1 method="wB97M-V/def2-TZVPD" homo_ha=-0.610 total_energy_ev=-86138.7034 total_charge=+3 lumo_ev=-9.9 gap_ev=6.65
Zr -0.13 0.88 0.04 1.57
O 1.01 2.86 0.71 -0.22
C 1.23 3.94 -0.20 -0.26
C 1.22 5.27 0.21 0.00
C 1.48 6.27 -0.72 -0.01
C 1.75 5.96 -2.04 -0.02
C 1.70 4.65 -2.46 -0.04
C 1.45 3.63 -1.55 -0.27
P 0.99 1.94 -2.06 1.09
C 1.95 1.30 -3.45 -0.35
C 3.21 1.78 -3.77 -0.07
C 3.93 1.16 -4.78 -0.04
C 3.40 0.06 -5.44 -0.02
C 2.15 -0.43 -5.10 -0.03
C 1.42 0.17 -4.09 -0.10
C -0.69 2.42 -2.68 -0.34
C -1.58 2.82 -1.67 -0.20
C -2.87 3.19 -1.98 -0.06
C -3.29 3.17 -3.31 -0.02
C -2.41 2.78 -4.30 -0.01
C -1.11 2.41 -4.00 -0.04
C 1.71 2.96 1.97 -0.23
C 2.82 3.77 2.16 0.01
C 3.42 3.82 3.41 0.00
C 2.94 3.06 4.46 -0.02
C 1.87 2.21 4.26 -0.05
C 1.23 2.17 3.02 -0.28
P 0.04 0.85 2.62 1.03
C -1.20 0.70 3.93 -0.38
C -2.04 -0.41 3.82 -0.12
C -3.06 -0.58 4.74 -0.04
C -3.24 0.35 5.75 -0.03
C -2.43 1.47 5.83 -0.05
C -1.40 1.66 4.92 -0.09
C 1.22 -0.55 2.76 -0.35
C 2.26 -0.51 1.83 -0.13
C 3.25 -1.48 1.86 -0.03
C 3.18 -2.51 2.80 -0.02
C 2.13 -2.56 3.70 -0.02
C 1.15 -1.57 3.70 -0.05
H 1.00 5.52 1.24 0.14
H 1.46 7.30 -0.39 0.13
H 1.96 6.74 -2.75 0.13
H 1.85 4.40 -3.50 0.12
H 3.62 2.63 -3.24 0.11
H 4.91 1.52 -5.04 0.12
H 3.97 -0.43 -6.21 0.13
H 1.75 -1.30 -5.61 0.13
H 0.45 -0.23 -3.82 0.11
H -1.22 2.90 -0.61 0.05
H -3.55 3.52 -1.20 0.11
H -4.29 3.47 -3.55 0.13
H -2.74 2.77 -5.33 0.13
H -0.44 2.11 -4.79 0.12
H 3.24 4.35 1.35 0.13
H 4.28 4.46 3.55 0.13
H 3.43 3.09 5.42 0.13
H 1.53 1.55 5.04 0.13
H -1.90 -1.13 3.03 0.11
H -3.70 -1.44 4.68 0.12
H -4.03 0.20 6.48 0.13
H -2.59 2.20 6.62 0.12
H -0.77 2.53 5.00 0.11
H 2.34 0.33 1.11 0.10
H 4.08 -1.43 1.18 0.12
H 3.95 -3.26 2.83 0.13
H 2.08 -3.36 4.42 0.13
H 0.35 -1.59 4.43 0.11
N -3.95 2.28 2.54 0.16
C -4.14 1.54 1.44 -0.80
N -5.36 1.31 1.01 0.15
S -2.83 0.88 0.57 0.74
H -4.74 2.62 3.06 0.14
H -3.03 2.44 2.92 0.09
H -6.17 1.63 1.53 0.14
H -5.54 0.76 0.19 0.13
F 1.04 -0.78 -0.82 0.01
B -0.28 -1.42 -0.89 -1.21
F -0.66 -1.28 0.48 0.05
F -1.03 -0.32 -1.50 -0.01
F -0.34 -2.56 -1.48 0.36

Record 2
83
Properties=species:S:1:pos:R:3:lowdin_charge:R:1 method="wB97M-V/def2-TZVPD" homo_ha=-0.400 total_energy_ev=-246575.3387 total_charge=+1 relative_energy_kcal_mol=0.0 lumo_ev=-3.7 gap_ev=7.23
Ti -0.57 -1.14 0.09 0.79
C 1.38 0.87 -3.16 -0.28
C 1.79 -0.55 -2.71 -0.33
P 2.37 -0.50 -0.96 1.04
C 4.18 -0.53 -1.13 -0.36
C 4.82 0.71 -1.23 -0.10
C 6.19 0.77 -1.43 -0.07
C 6.93 -0.40 -1.51 -0.07
C 6.30 -1.63 -1.39 -0.07
C 4.93 -1.70 -1.21 -0.08
C 2.01 -2.16 -0.25 -0.46
C 2.23 -2.26 1.13 -0.13
C 2.09 -3.46 1.80 -0.06
C 1.72 -4.60 1.10 -0.06
C 1.49 -4.52 -0.27 -0.07
C 1.65 -3.32 -0.95 -0.09
C -0.04 1.27 -2.72 -0.33
P -0.33 1.35 -0.91 1.01
C 0.72 2.72 -0.33 -0.37
C 1.70 2.56 0.64 -0.13
C 2.46 3.64 1.06 -0.07
C 2.26 4.89 0.50 -0.07
C 1.28 5.06 -0.47 -0.06
C 0.51 3.99 -0.88 -0.08
C -2.00 2.08 -0.77 -0.37
C -2.99 1.83 -1.72 -0.09
C -4.28 2.30 -1.52 -0.07
C -4.60 3.02 -0.37 -0.07
C -3.61 3.28 0.57 -0.07
C -2.32 2.81 0.38 -0.10
H 1.41 0.92 -4.25 0.12
H 2.10 1.61 -2.80 0.10
H 2.60 -0.93 -3.34 0.10
H 0.94 -1.22 -2.79 0.06
H 4.25 1.62 -1.14 0.09
H 6.68 1.73 -1.51 0.11
H 8.00 -0.35 -1.66 0.11
H 6.88 -2.54 -1.45 0.11
H 4.45 -2.66 -1.12 0.10
H 2.54 -1.38 1.68 0.10
H 2.26 -3.51 2.87 0.12
H 1.59 -5.54 1.62 0.12
H 1.21 -5.41 -0.81 0.12
H 1.44 -3.28 -2.01 0.11
H -0.74 0.53 -3.10 0.08
H -0.30 2.24 -3.14 0.09
H 1.89 1.58 1.05 0.05
H 3.22 3.50 1.82 0.11
H 2.85 5.74 0.83 0.11
H 1.11 6.04 -0.91 0.11
H -0.26 4.14 -1.62 0.11
H -2.77 1.26 -2.61 0.10
H -5.04 2.11 -2.26 0.11
H -5.60 3.39 -0.22 0.11
H -3.84 3.85 1.46 0.11
H -1.56 3.02 1.11 0.11
Br -7.34 -0.49 0.73 0.85
C -5.49 -0.67 0.54 -0.66
C -4.94 -1.18 -0.62 -0.07
C -3.57 -1.24 -0.72 -0.13
N -2.75 -0.86 0.27 0.02
C -3.28 -0.40 1.41 -0.19
C -4.65 -0.27 1.57 -0.03
C -2.32 -0.02 2.47 -0.19
C -2.70 0.20 3.78 -0.03
C -1.73 0.52 4.72 -0.66
Br -2.22 0.80 6.50 0.84
C -0.41 0.62 4.32 -0.07
C -0.12 0.38 2.99 -0.09
N -1.04 0.08 2.08 0.04
H -5.56 -1.52 -1.44 0.12
H -3.08 -1.61 -1.61 0.11
H -5.06 0.15 2.48 0.11
H -3.73 0.08 4.09 0.11
H 0.37 0.86 5.03 0.12
H 0.90 0.45 2.65 0.10
F -0.72 -2.53 1.27 -0.45
Te -2.23 -4.51 0.13 1.98
F -1.83 -5.38 1.74 -0.44
F -1.94 -6.26 -0.54 -0.49
F -3.84 -4.73 -0.82 -0.47
F -3.43 -3.60 1.29 -0.47
O -0.86 -1.68 -1.41 -0.40